Record 1
Entry from OMol25: 12 unconnected molecules or ions with the total composition C33H62O19 in a non-equilibrium geometry (ωB97M-V/def2-TZVPD).

```
114
Properties=species:S:1:pos:R:3:forces:R:3
O -1.73923 2.00312 5.19307 0.437 0.323 -0.417
C -1.29606 2.91843 4.55212 -0.302 -0.088 -0.260
O 0.02328 3.09055 4.30646 0.568 -1.043 -0.152
C 0.29331 4.22583 3.49887 -1.656 1.596 -0.192
C -1.13642 4.70149 2.94281 2.664 -0.440 -0.164
C -2.02894 4.06559 3.91975 -1.367 0.429 0.665
H 1.06288 4.09648 2.73786 -0.167 -0.623 0.123
H 0.61353 5.02148 4.17154 0.318 -0.017 0.024
H -1.39104 4.27496 1.97259 0.516 0.548 -0.328
H -1.13259 5.78937 3.01072 -0.310 -0.145 -0.619
H -2.95805 3.82397 3.40354 -0.229 -0.368 0.822
H -2.19122 4.78949 4.71833 -0.536 -0.219 0.300
O 0.98908 -1.21487 -0.90855 0.108 0.507 0.520
C 0.57514 -0.44818 -0.06846 -1.281 -0.665 -1.441
O 1.09141 -0.31970 1.12993 2.003 -0.792 0.609
C 0.51835 0.67570 1.93064 -2.288 1.354 -0.740
C -0.77148 1.03703 1.11956 -1.239 0.890 2.522
C -0.63286 0.50565 -0.22447 1.492 -1.520 -1.201
H 1.12291 1.57450 2.05216 0.544 -0.521 0.254
H 0.13344 0.24839 2.85657 0.912 0.126 0.194
H -1.13263 2.06461 1.16151 0.554 0.232 0.047
H -1.52947 0.52515 1.71247 -0.485 -0.283 -0.609
H -0.21154 1.17875 -0.97115 -0.327 0.344 -0.089
H -1.48332 -0.03159 -0.64420 0.086 0.096 -0.004
O -3.92918 0.58341 -5.77238 0.352 -1.061 0.411
C -3.39035 -0.31057 -5.17137 -0.928 0.623 0.699
O -2.09672 -0.18940 -4.79253 0.386 2.975 -0.840
C -1.49206 -1.26048 -4.20014 -0.515 -2.039 0.576
C -2.67655 -2.18082 -3.82903 -1.170 -0.741 -1.028
C -3.92909 -1.63192 -4.59259 1.451 0.927 -0.371
H -0.90247 -1.02309 -3.31463 -0.202 0.520 0.123
H -0.78782 -1.66687 -4.92609 -0.047 -0.500 -0.037
H -2.97785 -2.14876 -2.78200 0.734 -0.353 0.062
H -2.54454 -3.19042 -4.21811 0.357 -0.135 0.785
H -4.74029 -1.47308 -3.88208 -0.188 0.126 -0.530
H -4.23078 -2.19266 -5.47728 -0.219 -0.359 0.357
O 0.96278 3.52469 -0.14382 1.393 -0.772 -0.328
C 2.17535 3.34355 -0.25360 -0.564 1.642 0.112
O 2.69152 2.72551 -1.30944 -1.199 -1.421 -1.535
C 4.11210 2.71919 -1.47208 0.622 0.114 1.993
C 4.54651 3.38642 -0.13757 1.656 1.255 -0.623
C 3.30242 3.91757 0.59936 0.337 -1.715 -0.824
H 4.39816 3.10243 -2.45157 -0.296 0.783 0.319
H 4.60079 1.74601 -1.42524 -0.980 -0.603 -0.236
H 5.27078 4.17660 -0.33544 -0.174 0.270 -0.054
H 5.15213 2.70255 0.45710 -0.478 -0.236 0.090
H 3.25394 5.00537 0.64874 -0.207 -0.244 0.363
H 3.29990 3.36309 1.53779 -0.401 0.769 0.470
O 1.59565 1.06799 -5.64550 1.000 -0.817 2.355
C 2.36345 0.37533 -4.94471 -2.043 0.382 -2.441
O 3.52568 0.04649 -5.46483 0.872 0.441 -0.753
C 4.32199 -0.72395 -4.55307 0.001 -0.717 -0.563
C 3.24751 -1.38190 -3.70836 0.613 0.115 1.527
C 2.16311 -0.29767 -3.59775 0.865 0.499 -0.435
H 5.09010 -0.07352 -4.13469 -0.659 0.432 0.964
H 4.99920 -1.42699 -5.03804 -0.713 -0.250 -0.789
H 3.75417 -1.68510 -2.79213 -0.584 0.066 0.466
H 2.79516 -2.28744 -4.11267 0.349 0.080 -0.506
H 2.47421 0.52695 -2.95641 -0.075 -0.151 0.769
H 1.15478 -0.62388 -3.34285 0.253 0.171 -0.238
O -0.66173 -4.19663 -1.01889 0.911 0.532 0.008
C 0.19978 -4.41123 -1.83537 -1.693 -0.742 1.280
O -0.22582 -4.83222 -3.05771 1.100 0.013 -0.393
C 0.88654 -5.19141 -3.90095 1.093 -0.626 2.785
C 2.15812 -5.22576 -2.86079 -0.260 0.571 -2.249
C 1.72238 -4.45347 -1.63139 -0.730 0.098 -1.056
H 0.97900 -4.39986 -4.64459 0.214 -0.442 -0.235
H 0.79257 -6.21968 -4.25013 -0.501 0.425 -0.553
H 2.88244 -4.76943 -3.53550 0.700 0.304 0.740
H 2.57503 -6.19841 -2.59955 -0.607 -0.193 -0.292
H 2.07979 -3.42458 -1.58942 -0.014 0.013 0.060
H 1.98466 -4.96143 -0.70335 -0.287 0.151 -0.038
O -4.15128 -4.72952 3.29481 1.759 2.385 0.432
C -3.14449 -4.03588 3.21893 -0.936 -2.622 0.470
O -2.82080 -2.94939 4.02785 -0.874 -0.684 0.167
C -1.64360 -2.26746 3.57845 -0.151 -0.838 -1.732
C -1.41244 -2.97368 2.23515 1.732 1.580 -1.323
C -1.98104 -4.34200 2.28635 -0.242 1.126 0.420
H -0.75595 -2.29054 4.21062 -0.593 -0.402 0.605
H -1.90370 -1.23275 3.35527 -0.046 0.129 0.498
H -0.37022 -3.06077 1.92806 0.163 0.534 0.063
H -1.91902 -2.37272 1.47997 -0.063 -0.044 -0.286
H -1.18274 -4.93176 2.73687 -0.636 -0.723 0.171
H -2.26081 -4.66854 1.28475 -0.125 -0.386 0.417
C -4.15636 0.79655 2.66536 -0.380 0.284 0.775
O -5.18563 1.24921 3.54641 -0.058 0.433 -0.499
H -3.24002 1.31415 2.94913 0.246 -0.139 0.090
H -3.99429 -0.28053 2.70693 -0.057 -0.058 -0.044
H -4.39002 1.11396 1.64912 -0.189 -0.150 -0.021
H -5.53379 0.60956 4.17190 0.449 -0.369 -0.243
C 4.10691 -0.43858 4.28876 0.087 0.618 1.005
O 3.52318 0.59921 3.51411 -0.171 -0.065 -0.813
H 4.70636 0.06925 5.04433 0.530 -0.296 -0.074
H 3.35070 -0.95542 4.87963 -0.139 -0.373 -0.453
H 4.70029 -1.09472 3.65200 -0.018 -0.190 0.388
H 3.78098 0.37355 2.61733 -0.321 0.297 -0.148
C -4.44129 1.18171 -1.10732 -1.136 -0.814 -1.215
O -3.49519 2.21827 -1.03878 0.454 0.057 0.738
H -4.62317 1.00856 -2.16800 -0.366 -0.254 -0.113
H -4.19991 0.20553 -0.68670 0.851 0.034 0.332
H -5.41638 1.39463 -0.66918 0.247 0.768 0.153
H -2.93528 2.10621 -1.81049 -0.062 0.132 0.034
C 0.73383 -0.83977 5.91521 -1.952 0.045 0.298
O -0.61414 -0.40410 6.28022 1.315 -0.918 0.721
H 1.57444 -0.34825 6.40497 -0.220 1.013 -0.349
H 0.86859 -1.84513 6.31421 -0.487 -0.333 -0.425
H 0.70044 -0.81538 4.82599 1.111 -0.165 -0.020
H -0.91645 0.34823 5.76619 0.319 0.411 -0.106
C -0.03733 3.34149 -3.28074 -0.202 0.225 0.927
O -0.94056 2.87081 -2.34923 0.035 0.206 -0.791
H 0.15127 2.49318 -3.93869 0.219 -0.740 -1.196
H -0.61778 4.06111 -3.85806 0.088 0.184 -0.719
H 0.89526 3.69713 -2.84267 -0.236 0.078 -0.030
H -0.52354 2.96791 -1.49000 0.515 0.118 1.662
```
Positions in Å, forces in eV/Å.

HOMO (spin up / spin down) = -11.44 / -11.44 eV
Molar mass = 762.84 g mol⁻¹
Expectation value of S² = 0.76
LUMO (spin up / spin down) = -0.0928 / -0.3396 Ha
Multiplicity = 2
Charge = +1

Record 2
Entry from OMol25: 6 unconnected molecules or ions with the total composition C33H63BN3O9 in a non-equilibrium geometry (ωB97M-V/def2-TZVPD).

```
109
Properties=species:S:1:pos:R:3:forces:R:3
C 6.03098 -4.59253 -0.08851 -0.111 0.126 -0.504
C 6.02073 -3.51298 -1.19836 -0.234 -0.048 0.204
C 4.89059 -3.75576 -2.19352 0.624 -0.475 0.387
O 4.63736 -2.54422 -2.96494 0.043 0.059 0.044
N 3.30683 -2.25861 -3.02684 -0.776 -0.380 -0.202
C 2.49225 -3.12931 -3.87733 0.185 -0.546 -0.415
C 2.84178 -1.24512 -2.35704 0.822 1.022 1.076
N 3.70349 -0.48903 -1.57123 -0.397 -0.779 -0.093
C 4.28815 0.67018 -2.26636 0.000 0.548 -0.337
O 5.27123 1.19074 -1.44238 -0.286 -0.032 0.138
C 5.34980 2.60890 -1.41544 0.266 0.300 0.330
N 1.50330 -0.89313 -2.40506 -0.304 -0.399 -0.892
B 1.06708 -0.08219 -3.57753 -0.122 0.640 -0.286
O 1.31479 1.24627 -3.50909 0.307 -0.322 -0.195
O 0.51614 -0.61267 -4.73610 -0.282 0.169 0.638
C 0.56374 -1.78764 -1.80536 -0.155 -0.171 0.189
C -0.80655 -1.53788 -1.90627 0.005 0.338 -0.318
C -1.73009 -2.36352 -1.30086 0.060 -0.493 0.301
C -1.31811 -3.47914 -0.55526 -0.160 0.736 -0.566
C 0.03765 -3.71315 -0.44692 -0.339 -0.083 0.169
C 0.96689 -2.87164 -1.05407 0.269 -0.660 0.303
H 5.12575 -5.20235 -0.11387 -0.020 0.031 0.032
H 6.07335 -4.12359 0.88998 0.172 -0.115 0.075
H 6.87177 -5.26517 -0.23538 0.044 -0.021 0.237
H 6.97698 -3.51009 -1.71814 -0.012 0.130 -0.068
H 5.90224 -2.52420 -0.75122 -0.031 0.002 -0.010
H 5.18810 -4.55502 -2.87479 -0.200 0.088 -0.182
H 3.99063 -4.07679 -1.66904 -0.140 0.254 -0.040
H 1.87805 -2.54492 -4.55630 -0.072 0.137 0.191
H 3.17635 -3.72489 -4.47814 0.109 0.115 0.076
H 1.88100 -3.80984 -3.28778 -0.063 0.153 0.120
H 4.41916 -1.07422 -1.15268 0.316 0.146 -0.368
H 3.48064 1.37664 -2.48176 0.072 0.029 0.148
H 4.72844 0.37972 -3.23618 -0.018 -0.212 0.124
H 4.38889 3.08315 -1.61902 -0.056 -0.102 -0.078
H 5.66074 2.90120 -0.41246 0.001 -0.084 -0.023
H 6.10255 2.98146 -2.11293 -0.094 -0.087 -0.150
H 1.12829 1.67046 -4.35766 -0.005 0.180 0.073
H -0.34718 -1.01503 -4.58033 0.128 -0.337 -0.220
H -1.18670 -0.66862 -2.43814 0.154 0.063 0.033
H -2.77889 -2.11977 -1.38878 -0.032 -0.060 0.075
H -2.06002 -4.09749 -0.07397 0.060 -0.051 0.070
H 0.36088 -4.55307 0.15469 0.252 0.041 -0.072
H 2.01008 -3.11947 -0.89257 0.034 0.233 0.022
C -4.52252 -0.70452 2.86688 0.010 -0.070 0.071
C -3.05562 -0.29631 2.78411 0.053 -0.012 -0.126
C -2.43068 -1.52916 2.15086 -0.017 -0.098 0.039
O -3.43099 -2.10548 1.30076 -0.027 0.060 0.050
C -4.69888 -1.49679 1.57924 0.000 0.063 -0.060
H -5.20761 0.13872 2.93907 0.017 0.020 -0.005
H -4.68327 -1.34976 3.73356 -0.020 0.006 -0.009
H -2.94381 0.56680 2.12338 0.006 0.013 0.023
H -2.61836 -0.04064 3.74467 -0.021 0.038 0.016
H -2.15491 -2.26769 2.91261 0.037 0.019 0.007
H -1.54520 -1.30276 1.55194 -0.015 -0.032 -0.036
H -4.95870 -0.83766 0.74288 -0.042 0.008 0.022
H -5.45872 -2.27497 1.65531 0.036 -0.038 -0.027
C -4.28921 4.26658 4.62503 -0.009 -0.038 -0.066
C -4.80925 3.57235 5.87860 0.119 0.095 0.157
C -4.46870 2.11979 5.59072 -0.040 -0.036 -0.071
O -3.28420 2.13190 4.78255 -0.053 0.063 0.017
C -3.03011 3.46466 4.32684 0.054 0.017 0.097
H -4.09045 5.32840 4.76245 0.011 -0.003 0.019
H -5.00832 4.15729 3.81421 -0.019 0.018 0.001
H -4.25539 3.92576 6.75226 0.001 -0.044 0.006
H -5.87020 3.72777 6.05486 -0.021 0.009 -0.083
H -5.27206 1.63229 5.02635 -0.032 0.012 0.033
H -4.27737 1.53774 6.49303 0.042 -0.025 -0.025
H -2.16600 3.86087 4.87116 -0.001 0.036 -0.027
H -2.78480 3.43622 3.26320 0.013 -0.052 0.002
C 4.21579 0.27269 -7.39158 0.026 0.046 -0.066
C 5.54081 0.95264 -7.05368 0.003 -0.050 0.098
C 5.07841 2.33859 -6.62525 0.009 0.046 -0.104
O 3.78003 2.16375 -6.04075 -0.014 -0.050 0.064
C 3.29663 0.85654 -6.32953 -0.003 -0.009 0.109
H 4.25997 -0.81526 -7.36352 0.005 0.002 0.011
H 3.87950 0.57426 -8.38508 -0.011 -0.007 0.008
H 6.02308 0.44011 -6.21719 0.013 0.006 -0.012
H 6.24311 0.98095 -7.88422 -0.012 0.008 -0.013
H 4.98544 3.01136 -7.48237 0.031 -0.006 -0.003
H 5.73929 2.80167 -5.89258 -0.046 0.016 0.030
H 3.33597 0.26450 -5.40060 -0.016 -0.104 -0.068
H 2.25634 0.91944 -6.65473 -0.012 0.007 0.029
C 1.56706 -1.14392 3.48106 0.020 -0.058 0.055
C 3.03680 -0.74026 3.39628 -0.006 0.088 -0.075
C 3.65989 -1.97175 2.75518 -0.024 -0.083 0.080
O 2.65398 -2.53891 1.90721 -0.016 0.028 -0.085
C 1.38620 -1.92553 2.18963 0.069 0.025 -0.099
H 0.88461 -0.29908 3.56024 0.005 0.006 -0.012
H 1.40504 -1.79575 4.34192 -0.012 0.005 -0.005
H 3.14994 0.12606 2.74037 0.011 -0.007 0.003
H 3.48129 -0.49774 4.35968 -0.005 -0.017 0.010
H 3.93922 -2.71454 3.50925 0.030 0.028 0.011
H 4.54260 -1.73803 2.15653 -0.008 -0.019 -0.034
H 1.13250 -1.26992 1.34874 -0.082 0.049 0.060
H 0.62382 -2.70179 2.26231 0.028 -0.026 -0.021
C -8.85589 3.43265 2.27904 -0.039 -0.094 0.030
C -9.62626 4.44133 3.12550 0.032 0.090 -0.046
C -8.90010 4.34185 4.45892 -0.014 -0.067 0.074
O -7.53792 4.01637 4.15527 -0.117 -0.034 -0.116
C -7.43338 3.63413 2.78074 0.019 0.077 0.006
H -8.95096 3.59541 1.20662 0.004 0.018 0.000
H -9.19521 2.41861 2.50228 0.010 0.004 -0.007
H -9.51468 5.44442 2.70819 -0.007 -0.003 0.010
H -10.68959 4.22373 3.20825 0.002 -0.018 0.006
H -9.31852 3.54385 5.08090 -0.035 0.019 -0.002
H -8.92438 5.27197 5.02690 0.051 -0.005 0.014
H -6.92976 4.43791 2.23156 -0.003 -0.028 -0.043
H -6.82444 2.73065 2.70693 0.021 0.007 0.042
```
Positions in Å, forces in eV/Å.

HOMO = -10.76 eV
Molar mass = 656.69 g mol⁻¹
LUMO = -0.1155 Ha
Multiplicity = 1
Charge = +1

We obtain calculated total energy values of -2723.69102, -2161.21828 a.u. for the records listed above, in that order.